Density functional theory data (the ωB97M-V functional and the def2-TZVPD basis) for 2 unconnected molecules or ions with the total composition C3H3N3S.

Summary:
E_LUMO: -0.38 eV
Total charge: 0
DFT total energy: -678.42868 Ha
Energy above the lowest of the compared OMol25 structures with the same formula, charge and spin: 94.5 kcal/mol
SMILES: N=C=C=N.N=C=S

XYZ file:
```
10
Properties=species:S:1:pos:R:3:forces:R:3:nbo_charge:R:1
N 1.543195 1.225493 0.963755 3.94 1.88 0.53 -0.566
C 0.520056 0.873049 0.463023 -2.31 -0.40 -1.76 0.266
C -0.468776 0.565590 -0.396731 0.87 0.73 0.71 0.120
N -1.430807 -0.180078 -0.615212 -0.49 -0.44 0.73 -0.584
H 2.356676 1.828513 0.512795 -2.59 -1.40 0.75 0.397
H -1.868889 -0.098074 -1.519260 0.04 0.25 -0.54 0.360
N 1.218329 -2.312507 0.060403 0.03 0.31 0.08 -0.650
C 1.381228 -1.433801 -0.737695 0.53 -2.46 1.05 0.187
S 1.983213 -0.589527 -1.851161 0.85 1.77 -2.12 0.053
H 0.394935 -2.584730 0.529454 -0.88 -0.24 0.56 0.417
```
Forces are in eV/Å.


Density functional theory data (the ωB97M-V functional and the def2-TZVPD basis) for 2 unconnected molecules or ions with the total composition C6H13N2O4.

Summary:
E_LUMO: 2.40 eV
Total charge: -1
DFT total energy: -646.81923 Ha
Energy above the lowest of the compared OMol25 structures with the same formula, charge and spin: 0.0 kcal/mol

XYZ file:
```
25
Properties=species:S:1:pos:R:3:forces:R:3:nbo_charge:R:1
C 3.067458 -0.959383 -0.586160 -0.04 0.04 0.32 -0.412
N 2.132842 0.148782 -0.388948 0.25 0.03 -0.85 -0.483
C 2.819361 1.330812 0.160127 -0.59 -0.27 0.04 -0.407
C 1.599134 0.544269 -1.659523 0.32 0.07 -0.24 0.713
O 2.258292 0.563825 -2.676693 -0.29 -0.26 0.32 -0.572
C 0.128186 0.923338 -1.729295 0.06 0.37 1.01 -0.325
N -0.517931 1.122703 -0.423539 0.12 -0.15 -0.01 -0.692
C -1.784980 0.451210 -0.346309 -0.75 0.22 -0.26 0.896
O -2.733781 0.768292 -1.020650 0.63 -0.24 0.38 -0.552
O -1.825083 -0.529552 0.584430 0.48 0.49 -0.37 -0.683
H 2.567060 -1.754999 -1.126950 -0.03 -0.12 -0.10 0.204
H 3.969584 -0.671386 -1.126574 0.10 0.05 -0.14 0.179
H 3.349064 -1.349388 0.387032 0.05 -0.01 0.17 0.202
H 3.780687 1.474059 -0.333582 0.20 0.09 -0.02 0.178
H 2.939227 1.225316 1.231464 0.13 -0.05 0.18 0.210
H 2.203797 2.206148 -0.027471 -0.06 0.18 0.11 0.200
H -0.358507 0.108333 -2.256253 -0.07 -0.06 -0.28 0.231
H 0.050438 1.826884 -2.323205 -0.04 -0.03 -0.43 0.219
H -0.682700 2.104521 -0.266727 -0.09 0.17 -0.07 0.380
H -1.727256 -1.383123 0.157720 -0.40 -0.45 0.15 0.502
C -4.250633 -1.648001 2.779962 0.00 0.12 -0.17 -0.182
O -4.526127 -2.423008 3.836589 -0.02 0.01 -0.06 -0.975
H -4.505980 -2.082445 1.760526 -0.01 -0.07 0.08 0.045
H -4.778701 -0.645368 2.743513 -0.03 -0.07 0.08 0.056
H -3.173451 -1.351840 2.650516 0.05 -0.07 0.12 0.067
```
Forces are in eV/Å.


Density functional theory data (the ωB97M-V functional and the def2-TZVPD basis) for a gas-phase ion, CH2N3O3S (charge -1).

Summary:
E_LUMO: 3.17 eV
Total charge: -1
DFT total energy: -827.47006 Ha
Energy above the lowest of the compared OMol25 structures with the same formula, charge and spin: 12.3 kcal/mol
SMILES: [H]/N=N\C=N\S(=O)(=O)[O-]

XYZ file:
```
10
Properties=species:S:1:pos:R:3:forces:R:3:nbo_charge:R:1
H 1.316753 -0.370781 -0.761009 0.81 2.68 0.84 0.330
N 1.675779 0.713588 -0.411835 2.61 -0.87 -1.12 -0.288
N 0.753656 1.269244 0.146105 0.30 0.45 0.13 -0.227
C -0.385426 0.391305 0.109748 -2.37 0.84 0.07 0.217
N -0.152361 -0.706133 -0.418035 -2.11 -2.24 1.16 -0.679
S -1.533698 -1.703979 -0.608529 -1.55 -2.36 -1.16 2.467
O -1.155120 -3.143879 -0.617414 0.24 2.56 0.52 -0.989
O -2.499423 -1.358542 0.434315 0.89 -0.02 -0.08 -1.015
O -1.895837 -1.210444 -1.924882 -0.22 -0.06 -0.28 -1.023
H -1.392329 0.837666 0.391685 1.40 -0.98 -0.08 0.208
```
Forces are in eV/Å.